## a
Below is a cluster of 10 separate species, H20O10 in total, with properties calculated with ωB97M-V with the def2-TZVPD basis set.

The geometry in ORCA input format:
```
! RIJCOSX wB97M-V def2-TZVPD def2/J DEFGRID3
* xyz 0 1
O -1.26417 1.35307 -3.62923
H -1.50208 0.68052 -2.97084
H -2.08722 1.82250 -3.80231
O 3.33511 -0.58786 0.87448
H 4.03843 -1.21412 1.07902
H 2.85480 -0.48246 1.72322
O -1.47182 1.08704 3.01106
H -1.07026 0.80048 3.83345
H -0.82972 0.86638 2.30473
O 2.00449 0.13601 3.09343
H 1.38931 -0.13756 3.77964
H 2.53786 0.83269 3.49781
O 0.27333 -2.12400 -2.35612
H 0.75904 -2.53227 -1.62555
H 0.94668 -1.89603 -3.00784
O -0.19292 0.21792 0.46333
H -0.80733 -0.02108 -0.25800
H 0.39181 -0.56757 0.57002
O 1.00564 -2.43217 0.70102
H 0.52204 -3.20646 1.02034
H 1.94136 -2.65153 0.80525
O -3.89989 1.91406 -1.34038
H -3.69958 2.80540 -1.03491
H -3.23314 1.35734 -0.91792
O -1.92479 -0.68841 -1.62509
H -2.63066 -1.00577 -2.20059
H -1.11158 -1.14816 -1.93963
O 1.11106 2.59372 -0.21112
H 1.93320 2.51236 0.28085
H 0.68099 1.71597 -0.11813
*
```

As for the HOMO energy: -10.08 eV. As for the SMILES: O.O.O.O.O.O.O.O.O.O. Its gap between HOMO and LUMO is 9.79 eV. Its lowest unoccupied orbital energy is -0.30 eV.

## b
Below is a cluster of 10 separate species, H20O10 in total, with properties calculated with ωB97M-V with the def2-TZVPD basis set.

The geometry in ORCA input format:
```
! RIJCOSX wB97M-V def2-TZVPD def2/J DEFGRID3
* xyz 0 1
O -0.12123 3.46217 -0.06103
H 0.20577 4.37717 -0.05603
H -0.86423 3.49417 -0.68403
O -1.25523 0.55717 -2.78903
H -0.77023 0.16617 -3.49103
H -0.78223 0.03717 -1.87903
O 2.62177 -0.59283 -0.90903
H 1.93677 0.04817 -0.51603
H 3.09977 -0.13683 -1.60503
O -0.34023 0.66017 2.52797
H -1.12623 0.25017 2.72897
H -0.65223 1.64417 2.71897
O 0.98977 -2.74483 -1.45303
H 1.45177 -1.93483 -1.46603
H 0.49877 -2.86683 -0.68703
O -3.62923 -0.80883 -1.21603
H -4.35823 -0.85683 -1.80503
H -2.86123 -0.34183 -1.60803
O -0.71123 -2.39383 0.76197
H -1.50923 -2.76883 0.58297
H -0.38523 -2.97283 1.63497
O 2.28377 2.36417 0.04497
H 1.19877 2.48317 -0.11503
H 2.62677 2.84317 -0.66803
O -0.40023 0.13917 -0.17103
H -0.52623 -0.79583 0.09797
H -0.36923 0.61117 0.71497
O 1.06877 -1.57983 3.42397
H 1.93277 -1.76583 2.88097
H 0.74677 -0.57683 3.06097
*
```

As for the HOMO energy: -10.22 eV. As for the SMILES: O.O.O.O.O.O.O.O.O.O. Its gap between HOMO and LUMO is 10.07 eV. Its lowest unoccupied orbital energy is -0.15 eV.

Calculated relative energies: a 0.0; b 52.4, given in kcal/mol

## a
Below is the molecule C5H7NO2, with properties calculated with ωB97M-V with the def2-TZVPD basis set.

The geometry in ORCA input format:
```
! RIJCOSX wB97M-V def2-TZVPD def2/J DEFGRID3
* xyz 0 1
C -0.24776 0.97906 2.27657
C -0.40220 0.66075 0.83623
C 0.58084 0.75759 -0.07855
N 0.34377 1.02572 -1.47481
C -0.00960 0.00928 -2.13091
C -0.15510 -1.27657 -1.33433
O -1.23592 -1.73654 -1.01900
O 0.97205 -2.02958 -1.38802
H -1.04155 1.66391 2.59008
H -0.35878 0.06849 2.87282
H 0.71975 1.43351 2.49092
H -1.34442 0.21689 0.53425
H 1.55564 1.13832 0.20679
H -0.12848 0.04046 -3.20818
H 0.75175 -2.95130 -1.17386
*
```

As for the HOMO energy: -9.12 eV. As for the SMILES: C/C=C/N=C\C(=O)O. Its gap between HOMO and LUMO is 9.73 eV. Its lowest unoccupied orbital energy is 0.61 eV.

## b
Below is the molecule C5H7NO2, with properties calculated with ωB97M-V with the def2-TZVPD basis set.

The geometry in ORCA input format:
```
! RIJCOSX wB97M-V def2-TZVPD def2/J DEFGRID3
* xyz 0 1
O 0.45831 1.83335 -3.37076
N -0.21844 1.07654 -2.70465
O -1.19557 0.48298 -3.11235
C 0.19214 0.89331 -1.35851
C -0.47992 -0.02397 -0.55361
C -0.50369 -0.70464 0.87171
C 0.80065 -1.13880 1.48910
C 0.06591 0.01784 2.06416
H 1.03830 1.48843 -1.05954
H -1.30037 -0.46527 -1.12580
H -1.36896 -1.33428 0.99323
H 1.70675 -0.95395 0.93389
H 0.79047 -2.07652 2.02293
H -0.44156 -0.10646 3.00858
H 0.45598 1.01142 1.90162
*
```

As for the HOMO energy: -10.21 eV. As for the SMILES: O=[N+]([O-])/C=C/C1CC1. Its gap between HOMO and LUMO is 9.80 eV. Its lowest unoccupied orbital energy is -0.41 eV.

## c
Below is a structure of composition C5H7NO2, with properties calculated with ωB97M-V with the def2-TZVPD basis set.

The geometry in ORCA input format:
```
! RIJCOSX wB97M-V def2-TZVPD def2/J DEFGRID3
* xyz 0 1
C -0.65310 -0.55941 -0.03058
C 0.51880 -0.65655 -1.00238
C 0.70122 1.37903 0.02426
C -0.77343 0.95123 -0.00678
C 0.47440 -0.70333 1.01259
H -2.59167 -0.75059 -0.15528
H 0.90995 -1.70635 -1.22701
H 0.45889 -0.13398 -1.95265
H 1.03704 1.99408 -0.82238
H 1.03585 1.92374 0.91111
H 0.80217 -1.75854 1.21562
H 0.39277 -0.20797 1.99617
N 1.35188 0.02057 0.00944
O -1.80770 -1.31296 0.01315
O -1.85707 1.52104 0.01472
*
```

As for the HOMO energy: -9.31 eV. Its gap between HOMO and LUMO is 10.15 eV. Its lowest unoccupied orbital energy is 0.83 eV.

Calculated relative energies: a 0.0; b 71.8; c 6.0, given in kcal/mol

## a
Below is a structure of composition C5H7NO2, with properties calculated with ωB97M-V with the def2-TZVPD basis set.

The geometry in ORCA input format:
```
! RIJCOSX wB97M-V def2-TZVPD def2/J DEFGRID3
* xyz 0 1
O 0.75745 2.96134 1.51061
O 0.41084 -0.93517 0.69608
C 1.21746 1.88935 1.11498
N 0.91108 1.18025 -0.02872
C -0.56810 -0.58912 -0.29014
C 1.73574 0.76664 1.92818
C -0.46781 0.92958 -0.39442
C 1.48062 -0.01467 0.59480
H -0.38394 -1.03140 -1.27277
H -1.57164 -0.88665 -0.00629
H 1.07012 0.45873 2.75977
H 2.77505 0.84985 2.29045
H -0.71310 1.28635 -1.40698
H -1.13612 1.47693 0.29200
H 2.42002 -0.40436 0.15011
*
```

As for the HOMO energy: -9.87 eV. Its gap between HOMO and LUMO is 10.77 eV. Its lowest unoccupied orbital energy is 0.90 eV.

## b
Below is the molecule C5H7NO2, with properties calculated with ωB97M-V with the def2-TZVPD basis set.

The geometry in ORCA input format:
```
! RIJCOSX wB97M-V def2-TZVPD def2/J DEFGRID3
* xyz 0 1
C -0.70499 1.71889 -0.63583
C 0.54065 -0.78442 0.09546
C -1.55381 0.87008 -0.10699
C 1.21910 0.29149 -0.25243
C 1.05914 -1.87441 0.85311
N -2.74219 0.30211 -0.02029
O 0.55370 1.48493 -0.74766
O 2.54553 0.55748 -0.51066
H -0.81422 2.64651 -1.06390
H 1.05104 -1.64550 1.90254
H 0.41117 -2.86245 0.77374
H 2.06836 -2.05662 0.52188
H -3.00041 -0.24953 0.80386
H -3.19087 0.14223 -0.92192
H 2.55781 1.45919 -0.69092
*
```

As for the HOMO energy (alpha / beta): -7.41 / -7.30 eV. Its gap between HOMO and LUMO (alpha / beta) is 7.68 / 7.52 eV. Its lowest unoccupied orbital energy (alpha / beta) is 0.27 / 0.22 eV.

## c
Below is the molecule C5H7NO2, with properties calculated with ωB97M-V with the def2-TZVPD basis set.

The geometry in ORCA input format:
```
! RIJCOSX wB97M-V def2-TZVPD def2/J DEFGRID3
* xyz 0 1
C -1.86815 -0.91641 0.16533
C -0.61598 -0.15851 -0.08218
C 0.72186 -0.79139 0.49179
N 1.58172 -1.22575 -0.47156
O 0.74113 -1.16993 1.64184
C -0.40723 1.06821 -0.48421
C 0.42694 2.19866 -0.05377
O 1.07524 1.36112 -0.95447
H -1.91038 -1.78803 -0.49422
H -1.91726 -1.26931 1.19941
H -2.74755 -0.29517 -0.02797
H 1.61536 -0.72935 -1.35242
H 2.43999 -1.64059 -0.13337
H 0.09777 3.16716 -0.42449
H 0.76656 2.18928 0.98028
*
```

As for the HOMO energy: -8.84 eV. As for the SMILES: C/C(C(N)=O)=C1\CO1. Its gap between HOMO and LUMO is 8.73 eV. Its lowest unoccupied orbital energy is -0.11 eV.

## d
Below is the molecule C5H7NO2, with properties calculated with ωB97M-V with the def2-TZVPD basis set.

The geometry in ORCA input format:
```
! RIJCOSX wB97M-V def2-TZVPD def2/J DEFGRID3
* xyz 0 1
O -0.84599 2.41207 0.16021
C -0.74255 1.02757 -0.25628
C -1.96627 0.30607 -0.32443
O -1.60105 -1.14666 0.03048
C -0.20984 -1.00528 0.52622
C 0.54968 0.19460 -0.27164
C 2.07116 -0.09423 -0.61945
N 1.61039 0.94208 0.61509
H -2.78248 0.68859 0.44751
H -2.38668 0.26015 -1.50671
H 0.06511 -2.11033 0.25421
H -0.20533 -0.99974 1.72343
H 2.40885 0.25146 -1.70912
H 2.47249 -1.11774 -0.62292
H 1.56252 0.39140 1.55341
*
```

As for the HOMO energy: -10.02 eV. As for the SMILES: O=C1COC[C@@]12CN2. Its gap between HOMO and LUMO is 9.50 eV. Its lowest unoccupied orbital energy is -0.52 eV.

Calculated relative energies: a 0.0; b 111.9; c 57.1; d 138.4, given in kcal/mol